A 25-piece molecular cluster, C74H210N12O25 overall in a non-equilibrium geometry, computed with ωB97M-V with the def2-TZVPD basis set.

lowest unoccupied orbital energy = 0.01145 Eh
relative energy (zero: lowest compared OMol25 entry of this formula, charge and spin) = 3.423 eV
orbital gap = 9.19 eV
HOMO = -8.87 eV

```
! RIJCOSX wB97M-V def2-TZVPD def2/J DEFGRID3
* xyz 0 1
C 6.3412 6.9576 4.2673
C 6.6661 5.8314 3.2647
O 8.0081 5.8906 3.0251
H 6.8653 6.8210 5.2430
H 5.2626 7.0158 4.3676
H 6.7890 7.9801 4.0609
H 6.1543 6.0262 2.3256
H 6.3094 4.8743 3.6480
H 8.1734 6.0629 2.0678
C -1.8930 6.6288 -2.5653
C -1.0047 5.4098 -2.8827
O -0.5304 4.8214 -1.6944
H -2.2023 7.0752 -3.5253
H -1.3098 7.3737 -2.0445
H -2.7162 6.3532 -1.8894
H -0.2507 5.7011 -3.5743
H -1.6929 4.7821 -3.3224
H 0.4533 4.6773 -1.7194
C 1.6684 4.8428 1.5625
C 1.5755 3.7829 2.6788
O 0.4917 2.8524 2.4553
H 0.6788 5.2755 1.3093
H 2.0965 4.3542 0.6984
H 2.4096 5.6094 1.7188
H 1.4860 4.2487 3.7415
H 2.4894 3.2692 2.7990
H 0.7825 2.0441 2.9753
C 2.5373 3.7631 -4.5006
C 2.1260 3.2399 -3.1265
O 3.0179 2.2512 -2.5702
H 1.7483 4.3170 -5.0259
H 2.8997 2.8943 -5.1394
H 3.4036 4.4233 -4.3972
H 1.1311 2.8077 -3.0523
H 2.1553 4.2022 -2.4815
H 2.6552 1.9282 -1.6935
C -7.6883 -2.0437 1.0719
C -6.4631 -1.9085 0.2730
O -5.3707 -1.6210 1.1864
H -7.8428 -1.1334 1.6438
H -7.5733 -2.7758 1.8755
H -8.6117 -2.2112 0.4814
H -6.5639 -1.0801 -0.4673
H -6.1471 -2.7725 -0.2598
H -5.5160 -0.6105 1.4778
C 4.2048 -1.4633 -3.2668
C 4.6509 -0.3837 -2.1655
O 5.8552 -0.7272 -1.5725
H 3.9258 -2.4368 -2.8497
H 5.1006 -1.6061 -3.9077
H 3.3408 -1.0736 -3.8054
H 3.8051 -0.1465 -1.4064
H 4.7903 0.4833 -2.7389
H 5.7454 -1.5438 -1.1176
C 0.3626 0.0011 5.3376
C 1.7618 0.1549 5.1175
O 1.9732 0.5958 3.7897
H 0.2660 -0.5640 6.2644
H -0.0511 -0.5621 4.4907
H 0.0266 1.0219 5.4030
H 2.3610 -0.7367 5.2932
H 2.1002 0.8655 5.8960
H 2.9112 0.6685 3.5948
C -3.5107 -0.9361 -3.5092
C -4.2726 -1.8945 -2.6881
O -3.4501 -2.9809 -2.2267
H -2.5440 -0.6312 -3.0743
H -4.1692 -0.0580 -3.6945
H -3.3479 -1.3400 -4.5057
H -5.0999 -2.3531 -3.2150
H -4.6236 -1.4835 -1.7413
H -3.6733 -3.2086 -1.3035
C 6.1244 0.9742 6.1014
C 5.4217 1.2621 4.8269
O 4.6445 0.1102 4.4983
H 6.6654 0.0234 6.0765
H 5.4058 0.9246 6.9488
H 6.8382 1.7772 6.2708
H 6.0734 1.5017 3.9779
H 4.7450 2.1585 4.9593
H 5.1094 -0.4675 3.8494
C 0.5592 -5.4928 -0.0233
C 0.2353 -3.9853 0.1622
O -0.8203 -3.7442 -0.6653
H 1.3002 -5.8477 0.6596
H 0.9456 -5.7678 -0.9938
H -0.2607 -6.2517 0.0493
H 1.1135 -3.4009 -0.0782
H 0.1082 -3.8070 1.2080
H -0.9758 -2.8304 -0.8785
C -2.8063 1.3120 -8.4940
C -3.7340 0.0374 -8.2184
O -3.6253 -0.5109 -6.8831
H -2.9955 1.5582 -9.5741
H -1.7889 0.9019 -8.4149
H -3.0019 2.0624 -7.7148
H -3.5192 -0.7357 -9.0000
H -4.8260 0.2624 -8.3459
H -2.6733 -0.5417 -6.7613
C -0.2614 -8.1295 5.5217
C 0.8525 -7.9781 6.5358
O 2.1515 -7.8053 5.9392
H -0.2524 -7.2659 4.7890
H -1.2430 -8.3950 6.0037
H -0.0508 -9.0082 4.8772
H 0.9863 -8.7686 7.2645
H 0.5742 -7.0360 7.0886
H 2.3378 -8.6721 5.5058
C 1.0763 0.7820 -5.5608
C -0.1041 -0.1321 -5.1450
O -0.6613 -0.8120 -6.2389
H 1.9666 0.1932 -5.7712
H 1.4067 1.3793 -4.7372
H 0.9572 1.3990 -6.4357
H -0.8965 0.4061 -4.6014
H 0.2903 -0.8489 -4.4202
H -0.6903 -1.7927 -6.1247
C 6.5832 1.5196 -4.8624
C 6.7020 2.9449 -4.3401
C 6.4717 3.9910 -5.4572
O 7.4002 3.9515 -6.4727
C 7.3009 5.1034 -7.1527
N 5.7601 3.2398 -3.2799
H 6.9110 0.8917 -3.9965
H 7.1439 1.2662 -5.7295
H 5.5231 1.3408 -5.1263
H 7.6767 3.0753 -3.9802
H 6.5792 4.9376 -4.8938
H 5.3821 3.9239 -5.7684
H 6.4440 5.0354 -7.8574
H 8.1937 5.2458 -7.7407
H 7.1265 5.9474 -6.5546
H 6.1301 2.9866 -2.3753
H 4.9124 2.6870 -3.4349
C -5.4664 -5.1679 0.8687
C -3.9985 -5.1812 0.6387
C -3.5793 -6.0295 -0.5894
O -3.7508 -7.4185 -0.3711
C -4.0783 -8.1690 -1.5181
N -3.6177 -3.8070 0.3380
H -5.8917 -4.8014 -0.0633
H -5.7685 -4.4581 1.6368
H -5.8495 -6.1590 1.1279
H -3.3598 -5.6310 1.4698
H -2.4914 -5.7770 -0.8231
H -4.2184 -5.7550 -1.4333
H -3.3130 -8.3091 -2.2854
H -4.9318 -7.8267 -2.0206
H -4.3088 -9.1083 -1.1361
H -3.9682 -3.1366 1.0627
H -2.5743 -3.7660 0.2617
C 0.9097 -0.4906 -1.5029
C 0.4510 0.4941 -0.4515
C -0.0374 -0.2849 0.7701
O -1.0405 -1.1517 0.3578
C -2.2513 -0.4488 0.0560
N 1.6242 1.4673 -0.0952
H 1.5661 -1.2486 -0.9635
H 1.5128 -0.0047 -2.2309
H 0.1019 -1.0496 -2.0163
H -0.3769 1.1020 -0.8722
H -0.3844 0.4135 1.5017
H 0.7363 -0.9376 1.1781
H -2.1188 0.3726 -0.6833
H -2.5997 0.0965 0.9268
H -2.8926 -1.2055 -0.2724
H 2.3298 0.9623 0.5090
H 1.3245 2.2787 0.4598
C -5.3508 -1.5958 5.3017
C -4.9944 -0.1521 5.4733
C -4.0839 0.3098 4.3743
O -3.3762 1.5026 4.8046
C -2.5667 1.9784 3.7629
N -6.2220 0.5948 5.3921
H -6.1783 -1.8719 5.9946
H -4.4863 -2.2698 5.5056
H -5.6786 -1.9322 4.2713
H -4.3976 0.0280 6.4419
H -4.7108 0.3983 3.4050
H -3.3417 -0.4976 4.2121
H -2.0086 1.2018 3.1807
H -1.7927 2.5831 4.3152
H -3.0909 2.4962 3.0018
H -6.7625 0.4497 6.2427
H -6.1024 1.5885 5.4149
C 9.3007 2.8303 1.1813
C 8.4315 1.8217 0.4942
C 6.9896 2.1205 0.6373
O 6.7365 3.4079 0.0400
C 5.3463 3.6025 0.0392
N 8.8877 1.6423 -0.8674
H 9.0928 3.8915 0.9381
H 10.3214 2.6300 0.8986
H 9.2309 2.6602 2.2466
H 8.5664 0.8493 1.0416
H 6.6337 2.1281 1.7125
H 6.3612 1.3820 0.0875
H 4.9262 3.7764 1.0436
H 4.7651 2.7784 -0.3858
H 5.2448 4.5258 -0.5906
H 8.5965 2.4559 -1.4374
H 8.3577 0.8565 -1.3679
C -4.4125 3.8461 7.5592
C -5.0963 5.2341 7.1076
C -5.2471 5.1526 5.5785
O -6.1807 4.1311 5.1956
C -6.1034 3.7681 3.8284
N -6.3865 5.4001 7.7890
H -3.5435 3.7130 6.9058
H -5.0410 2.9326 7.3905
H -4.1484 3.7121 8.5980
H -4.5006 6.1267 7.2887
H -4.2972 4.9293 5.0738
H -5.6445 6.0195 5.1109
H -5.0978 3.4672 3.5925
H -6.3956 4.6093 3.1821
H -6.7967 2.9634 3.6254
H -7.1177 4.6878 7.5730
H -6.7945 6.3363 7.8151
C 1.3123 -4.3844 -7.5735
C 1.7272 -3.4020 -6.5707
C 0.8740 -3.5759 -5.2524
O -0.4850 -3.4556 -5.4533
C -1.2251 -3.9009 -4.3077
N 3.1774 -3.4156 -6.2786
H 1.9071 -4.2226 -8.5079
H 0.2740 -4.2105 -7.8786
H 1.3313 -5.4303 -7.3040
H 1.5721 -2.3737 -6.9552
H 1.3270 -2.9275 -4.4813
H 0.9731 -4.5808 -4.8403
H -2.3523 -3.7347 -4.4151
H -1.0091 -3.3021 -3.4365
H -0.9679 -4.9292 -4.1375
H 3.4822 -4.2523 -5.8392
H 3.3692 -2.6718 -5.5602
C 5.3857 -0.6443 -10.5500
C 4.9011 -1.0910 -9.2073
C 4.0228 0.0087 -8.5607
O 4.7416 1.2784 -8.5158
C 3.9489 2.3621 -8.0959
N 4.1141 -2.3166 -9.2142
H 5.8875 -1.5303 -10.9855
H 6.1205 0.2306 -10.4368
H 4.4765 -0.3286 -11.0937
H 5.7819 -1.2086 -8.5076
H 3.5923 -0.2846 -7.5877
H 3.1338 0.2599 -9.1231
H 2.8945 2.2866 -8.5099
H 4.4074 3.3078 -8.2813
H 3.8470 2.3546 -6.9876
H 3.8200 -2.5085 -8.2886
H 3.3229 -2.2352 -9.8243
C -10.1964 -0.0427 5.3606
C -9.7703 0.9570 4.2142
C -9.3540 2.2838 4.8270
O -10.3163 2.8687 5.6514
C -10.3906 4.2534 5.5634
N -8.7136 0.3973 3.3785
H -11.2628 0.0154 5.6033
H -9.5574 0.0155 6.2351
H -10.0923 -1.0683 5.0307
H -10.6299 1.2334 3.5665
H -9.2509 2.9149 3.9018
H -8.4170 2.1648 5.3141
H -10.6301 4.5991 4.5584
H -9.4804 4.7609 5.8617
H -11.1662 4.5622 6.2701
H -9.0814 -0.4672 2.9816
H -7.8436 0.1491 3.9410
C 1.6304 -4.0848 6.3441
C 1.5131 -4.5675 4.9682
C 0.0739 -4.4032 4.3812
O -0.9139 -4.9850 5.2584
C -2.2464 -4.9166 4.6896
N 2.3595 -3.7795 3.9995
H 2.6293 -4.3294 6.6824
H 0.9403 -4.6294 6.9742
H 1.3631 -3.0350 6.5501
H 1.8158 -5.6075 4.8829
H 0.0612 -4.8777 3.4038
H -0.1390 -3.3457 4.3774
H -2.8596 -4.9392 5.5629
H -2.4659 -5.8132 4.0988
H -2.5143 -4.0567 4.0864
H 2.2660 -2.8195 4.2922
H 3.3152 -3.9603 4.2853
C 3.2578 -1.6499 1.2930
C 4.4627 -2.4116 1.7333
C 4.7799 -3.6362 0.8785
O 5.1285 -3.2548 -0.3575
C 5.2621 -4.3466 -1.2632
N 5.5864 -1.4125 1.9619
H 3.3296 -1.1890 0.3002
H 3.0246 -0.9652 2.1382
H 2.3860 -2.3521 1.3329
H 4.2972 -2.8905 2.6685
H 3.9473 -4.3760 0.9166
H 5.6408 -4.1387 1.3675
H 5.9129 -5.1073 -0.9985
H 5.5645 -3.9696 -2.2500
H 4.2379 -4.7250 -1.3263
H 5.6488 -0.7927 1.1517
H 6.4964 -1.8495 2.0487
C -7.0241 1.6450 -0.5620
C -5.5666 1.5402 -0.0506
C -4.6970 2.7520 -0.2851
O -3.5151 2.5268 0.4018
C -2.3980 3.2425 -0.0205
N -5.5777 1.0911 1.4005
H -7.0789 1.4991 -1.6395
H -7.3961 2.6225 -0.2723
H -7.5758 0.9110 -0.0241
H -5.0855 0.7552 -0.6814
H -5.2695 3.6273 0.1638
H -4.5151 3.0060 -1.3476
H -2.4015 4.2920 0.2408
H -2.2600 3.2252 -1.0959
H -1.5610 2.7224 0.4443
H -4.8209 1.5808 1.8891
H -6.4920 1.3672 1.7574
*
```